{
  "formula": "C2H10N4O2",
  "method": "ωB97M-V/def2-TZVPD",
  "homo_ev": -8.7,
  "orbital_gap_ev": 9.47,
  "total_charge": 0,
  "de_lowest_kcal_mol": 73.1,
  "spin_multiplicity": 1,
  "smiles": "[H]/N=C(\\N)N(N)O.CO",
  "species": ["H", "H", "N", "H", "O", "H", "H", "O", "H", "H", "C", "N", "N", "H", "H", "H", "N", "C"],
  "xyz": [[1.78, 2.24, -1.56], [1.29, -2.33, -0.94], [0.27, 0.01, 1.67], [1.20, -0.38, 1.60], [-1.21, -2.19, -0.74], [-0.01, 0.32, 2.59], [0.28, 3.03, -1.01], [0.17, 1.02, -1.52], [-2.28, 0.12, 1.73], [-0.61, 0.81, -0.94], [0.88, 2.12, -0.96], [1.02, -1.47, -0.48], [-1.97, -0.51, 1.00], [-2.03, -1.78, -0.40], [0.95, -0.64, -1.16], [1.14, 1.91, 0.08], [-0.20, -1.67, 0.13], [-0.69, -0.62, 0.91]],
  "mulliken_charge": [0.2425, 0.2651, -0.3102, 0.2560, -0.4741, 0.2107, 0.2651, -0.5615, 0.2001, 0.2902, -0.5098, -0.5535, -0.7997, 0.3887, 0.3161, 0.2448, 0.1582, 0.3712]
}

{
  "formula": "C2H10N6",
  "method": "ωB97M-V/def2-TZVPD",
  "homo_ev": [-7.5, -7.3],
  "orbital_gap_ev": [7.88, 7.29],
  "total_charge": 0,
  "de_lowest_kcal_mol": 144.3,
  "spin_multiplicity": 1,
  "species": ["N", "H", "N", "H", "H", "C", "N", "H", "N", "N", "H", "H", "H", "H", "H", "C", "H", "N"],
  "xyz": [[1.11, -1.15, -1.10], [-1.79, 0.67, -1.62], [1.83, 0.17, 0.68], [1.74, -0.43, 1.49], [-1.41, -2.42, 1.26], [-0.52, 0.38, -0.12], [-0.90, -1.77, 0.67], [-0.03, 2.04, 1.21], [0.94, 0.11, -0.41], [-1.42, -0.10, -1.08], [0.83, -1.01, -2.06], [-0.34, 2.48, -0.48], [1.97, 1.08, 1.13], [2.11, -1.35, -1.05], [-1.68, 2.04, 0.58], [-0.64, 1.83, 0.34], [-0.71, -2.05, -0.31], [-1.09, -0.52, 0.88]],
  "mulliken_charge": [-0.5882, 0.2240, -0.6776, 0.2179, 0.2589, 1.2023, -0.2340, 0.3849, 0.2237, -0.8310, 0.2112, 0.3371, 0.2315, 0.2824, 0.4229, -1.5940, 0.3038, -0.3758]
}

{
  "formula": "C2H10N6",
  "method": "ωB97M-V/def2-TZVPD",
  "homo_ev": [-16.7, -16.7],
  "orbital_gap_ev": [7.68, 8.03],
  "total_charge": 2,
  "de_lowest_kcal_mol": 100.8,
  "spin_multiplicity": 1,
  "species": ["H", "N", "H", "C", "C", "N", "H", "N", "H", "N", "H", "H", "H", "H", "N", "H", "N", "H"],
  "xyz": [[-0.92, -1.22, -1.32], [1.17, 1.45, -0.44], [2.91, 1.02, 1.65], [0.97, 2.04, -1.53], [1.26, 0.70, 0.52], [-0.38, -0.80, 0.60], [-2.54, 0.38, 0.48], [2.07, 0.46, 1.51], [0.54, -2.52, -0.06], [0.18, -1.99, 0.73], [0.38, 2.95, -1.55], [0.52, -2.23, 1.65], [-2.88, 0.15, -1.15], [1.80, -0.13, 2.28], [-2.46, -0.29, -0.31], [1.46, 1.71, -2.44], [-1.05, -0.55, -0.55], [-3.01, -1.14, -0.06]],
  "mulliken_charge": [0.2835, -0.0261, 0.2593, -0.2618, 0.4162, -0.1013, 0.3934, -0.3302, 0.2459, -0.3534, 0.3043, 0.2696, 0.3816, 0.2128, -0.3116, 0.3049, -0.0675, 0.3805]
}

{
  "formula": "C2H10N6OP",
  "method": "ωB97M-V/def2-TZVPD",
  "homo_ev": -13.0,
  "orbital_gap_ev": 10.12,
  "total_charge": 1,
  "de_lowest_kcal_mol": 52.3,
  "spin_multiplicity": 1,
  "smiles": "NC(=O)N[N@@H+](P)N=C(N)N",
  "species": ["O", "H", "N", "H", "C", "N", "H", "N", "H", "N", "H", "C", "N", "N", "H", "H", "H", "P", "H", "H"],
  "xyz": [[-1.57, -0.55, -1.10], [-1.18, 0.81, 1.71], [2.62, -1.31, 0.31], [-3.60, -0.09, 1.43], [1.52, -0.81, -0.25], [-3.09, -0.48, 0.57], [1.71, 2.90, 0.51], [1.23, 0.36, 0.32], [3.00, -0.69, 1.11], [-1.08, 0.73, 0.72], [-0.31, 3.60, 0.41], [-1.98, -0.15, -0.04], [1.08, -1.58, -1.20], [0.07, 1.02, -0.03], [-3.83, -1.12, 0.15], [1.58, -2.51, -1.18], [3.24, -2.06, -0.16], [0.59, 2.83, -0.42], [-0.36, 0.61, -1.01], [0.36, -1.50, -1.85]],
  "mulliken_charge": [-0.6217, 0.2749, -0.4586, 0.2433, 0.6191, -0.4195, 0.1297, -0.8010, 0.2963, -0.3970, 0.1089, 0.5599, -0.3554, 0.3656, 0.2900, 0.2195, 0.2257, -0.0225, 0.5440, 0.1986]
}

{
  "formula": "C2H10NO",
  "method": "ωB97M-V/def2-TZVPD",
  "homo_ev": -14.9,
  "orbital_gap_ev": 11.26,
  "total_charge": 1,
  "de_lowest_kcal_mol": 53.2,
  "spin_multiplicity": 1,
  "species": ["H", "N", "C", "O", "H", "H", "H", "H", "H", "C", "H", "H", "H", "H"],
  "xyz": [[-0.99, 0.12, -3.08], [0.22, -0.22, 1.36], [-0.89, -0.64, -2.28], [-1.02, 0.07, -0.98], [1.81, 1.09, 0.76], [0.64, -0.84, 0.73], [-1.72, -1.34, -2.26], [-1.26, 0.95, -1.28], [0.52, 1.52, 2.12], [1.26, 0.72, 1.68], [-0.43, 0.27, 0.93], [-0.22, -0.76, 2.12], [-0.02, -1.18, -2.27], [2.10, 0.24, 2.46]],
  "mulliken_charge": [0.2950, -0.1746, -0.5686, -0.5299, 0.2984, 0.2962, 0.2527, 0.3254, 0.3156, -0.7259, 0.3313, 0.3438, 0.2248, 0.3157]
}

{
  "formula": "C2H10NO2",
  "method": "ωB97M-V/def2-TZVPD",
  "homo_ev": -15.7,
  "orbital_gap_ev": 11.00,
  "total_charge": 1,
  "de_lowest_kcal_mol": 17.1,
  "spin_multiplicity": 1,
  "species": ["H", "O", "H", "H", "O", "H", "H", "N", "C", "H", "H", "H", "H", "H", "C"],
  "xyz": [[-0.27, -2.95, -0.09], [-0.06, -2.02, -0.01], [-2.03, 0.99, -1.78], [2.73, 0.34, 1.50], [2.00, -0.30, 1.35], [-0.92, 2.72, -0.54], [-0.26, 0.05, 0.42], [-0.69, 0.74, -0.19], [-0.44, 1.95, 0.07], [-1.92, -0.60, -1.03], [0.03, 2.15, 1.02], [-0.56, 0.03, -2.16], [1.97, -0.82, 2.17], [0.74, -1.99, 0.53], [-1.34, 0.21, -1.43]],
  "mulliken_charge": [0.3195, -0.6086, 0.3548, 0.3060, -0.6546, 0.2575, 0.3276, 0.0492, -0.1045, 0.3045, 0.2908, 0.3187, 0.3339, 0.2934, -0.7881]
}

{
  "formula": "C2H10NO2",
  "method": "ωB97M-V/def2-TZVPD",
  "homo_ev": -14.6,
  "orbital_gap_ev": 10.90,
  "total_charge": 1,
  "de_lowest_kcal_mol": 28.0,
  "spin_multiplicity": 1,
  "species": ["C", "H", "H", "H", "N", "O", "H", "H", "O", "H", "H", "C", "H", "H", "H"],
  "xyz": [[0.50, -0.25, -0.50], [-0.96, 1.36, -0.66], [0.06, -0.87, -1.35], [-0.01, -0.74, 0.33], [2.00, -0.27, -0.38], [0.40, 1.89, 0.70], [2.34, -0.18, 0.62], [-3.54, -2.46, 0.85], [-2.88, -1.82, 1.06], [2.47, 0.45, -0.94], [-3.22, -1.25, 1.72], [0.05, 1.26, -0.55], [-0.35, 2.34, 1.10], [0.79, 1.66, -1.22], [2.36, -1.12, -0.78]],
  "mulliken_charge": [-0.5130, 0.4709, 0.3179, 0.3086, -0.2751, -0.5067, 0.3921, 0.3164, -0.6174, 0.3567, 0.3135, -0.4780, 0.3207, 0.2387, 0.3547]
}

{
  "formula": "C2H10NO2S",
  "method": "ωB97M-V/def2-TZVPD",
  "homo_ev": -2.8,
  "orbital_gap_ev": 6.39,
  "total_charge": -1,
  "de_lowest_kcal_mol": 13.2,
  "spin_multiplicity": 1,
  "species": ["H", "H", "H", "H", "O", "C", "H", "H", "H", "H", "H", "O", "S", "N", "H", "C"],
  "xyz": [[-1.64, 0.90, -0.61], [-0.77, 0.07, -1.88], [2.23, -1.84, 2.26], [0.53, 1.36, 1.26], [1.60, -1.38, 2.81], [-0.15, -0.27, 0.26], [0.74, -0.88, 0.14], [-0.95, 0.94, 1.71], [-2.66, -2.14, -1.03], [-1.41, -1.61, -1.65], [-0.91, -0.99, 0.62], [-1.77, -2.42, -1.24], [0.60, 1.85, -1.33], [-0.04, 0.54, 1.50], [1.21, -0.72, 2.20], [-0.62, 0.60, -0.93]],
  "mulliken_charge": [0.2469, 0.2382, 0.3027, 0.2141, -0.7076, -0.5298, 0.1539, 0.2524, 0.3177, 0.3035, 0.3623, -0.6720, -0.6115, -0.6304, 0.5261, -0.7667]
}

{
  "formula": "C2H10NO2S",
  "method": "ωB97M-V/def2-TZVPD",
  "homo_ev": -2.7,
  "orbital_gap_ev": 6.03,
  "total_charge": -1,
  "de_lowest_kcal_mol": 38.4,
  "spin_multiplicity": 1,
  "species": ["H", "C", "S", "H", "H", "H", "N", "H", "O", "C", "H", "H", "H", "O", "H", "H"],
  "xyz": [[2.33, -1.50, -1.63], [1.28, -1.43, -1.76], [1.11, -0.27, -3.30], [0.91, -2.48, -1.82], [-0.56, 3.13, 3.16], [-1.50, 0.18, 0.80], [-0.88, -0.98, -0.71], [-1.13, -0.50, -1.53], [0.48, 3.35, 3.15], [0.62, -0.92, -0.45], [0.81, 2.52, 2.79], [-0.98, -1.87, -1.04], [-2.58, 1.44, 0.73], [-1.93, 0.83, 1.30], [0.95, 0.10, -0.02], [1.08, -1.61, 0.33]],
  "mulliken_charge": [0.3038, -0.9305, -0.6680, 0.3122, 0.3409, 0.4533, -0.6419, 0.2214, -0.6757, -0.2838, 0.3295, 0.2566, 0.3074, -0.7246, 0.1728, 0.2266]
}

{
  "formula": "C2H10NO2S",
  "method": "ωB97M-V/def2-TZVPD",
  "homo_ev": [-9.7, -9.4],
  "orbital_gap_ev": [10.30, 6.86],
  "total_charge": 0,
  "de_lowest_kcal_mol": 11.3,
  "spin_multiplicity": 2,
  "species": ["H", "H", "S", "H", "H", "C", "C", "H", "H", "N", "O", "H", "H", "H", "H", "O"],
  "xyz": [[-0.84, -2.38, -0.19], [3.30, -1.81, -2.47], [-0.63, 0.65, 2.22], [0.56, -0.61, -1.11], [2.40, -0.56, -2.55], [0.44, 0.54, 0.79], [-0.08, -0.46, -0.26], [1.46, 0.27, 1.08], [-1.85, 2.23, 1.30], [-0.25, -1.79, 0.36], [2.70, -1.33, -3.05], [0.41, 1.52, 0.34], [-0.70, -1.65, 1.25], [-1.07, 0.00, -0.47], [-3.34, 2.46, 1.31], [-2.51, 2.93, 1.45]],
  "mulliken_spin": [-0.0016, 0.0000, 0.9627, -0.0013, -0.0001, -0.0343, 0.0028, -0.0009, -0.0154, 0.0118, 0.0000, 0.0514, -0.0015, 0.0003, 0.0027, 0.0234]
}